# 1
Density functional theory data (ωB97M-V/def2-TZVPD) for an isolated molecule of C4H9NO2.

```
16
Properties=species:S:1:pos:R:3:lowdin_charge:R:1
C 1.329 -1.530 1.466 -0.103
N 0.453 -0.375 1.314 -0.078
C -0.027 -0.113 -0.045 -0.335
C -1.425 0.465 0.101 -0.220
O -2.431 -0.160 -0.096 0.079
C 0.911 0.863 -0.729 -0.237
O 0.489 1.004 -2.066 -0.045
H 2.287 -1.210 1.858 0.070
H 0.913 -2.355 2.009 0.071
H 1.564 -1.892 0.463 0.079
H -0.266 -0.192 1.995 0.105
H -0.080 -1.029 -0.636 0.147
H -1.458 1.489 0.530 0.137
H 1.907 0.408 -0.682 0.124
H 0.884 1.810 -0.189 0.121
H 1.113 1.556 -2.534 0.085
```

For the highest occupied orbital energy, the calculation gives -9.0 eV. Its net charge is 0. As for the SMILES: CN[C@@H](C=O)CO. Its spin multiplicity is 1. Its energy relative to the best compared isomer or geometry (same formula, charge and spin) is 2.323 eV.

# 2
Density functional theory data (ωB97M-V/def2-TZVPD) for a 2-piece molecular cluster, C56H64F6N5O2 overall.

```
133
Properties=species:S:1:pos:R:3:lowdin_charge:R:1
C -2.914 -2.474 0.093 -0.042
C -2.794 -0.973 -0.153 -0.400
C -3.118 -0.179 1.105 -0.083
C -3.586 -0.514 -1.373 -0.127
C -4.941 -0.185 -1.232 -0.028
C -5.742 0.031 -2.353 -0.052
C -5.187 -0.104 -3.627 -0.029
C -3.831 -0.378 -3.798 -0.112
C -3.297 -0.454 -5.232 -0.395
C -3.338 0.913 -5.906 -0.060
C -4.043 -1.481 -6.080 -0.059
C -3.011 -0.543 -2.660 -0.067
N -1.612 -0.840 -2.810 0.017
N -1.232 -1.857 -3.621 0.162
N 0.125 -1.857 -3.569 0.026
C 0.868 -2.902 -4.234 -0.088
C 1.763 -2.597 -5.284 -0.110
C 1.795 -1.187 -5.886 -0.363
C 0.546 -0.894 -6.719 -0.044
C 3.039 -0.940 -6.743 -0.077
C 2.535 -3.623 -5.838 -0.016
C 2.357 -4.944 -5.431 -0.039
C 1.392 -5.246 -4.474 -0.026
C 0.659 -4.239 -3.852 -0.122
C -0.321 -4.669 -2.751 -0.387
C 0.425 -5.362 -1.613 -0.059
C -1.399 -5.599 -3.301 -0.059
C 0.590 -0.864 -2.725 -0.115
C 2.011 -0.661 -2.518 -0.119
C 2.841 -1.738 -2.136 0.068
C 4.210 -1.582 -2.058 -0.095
C 5.054 -2.740 -1.592 -0.499
F 6.298 -2.730 -2.157 0.124
F 5.229 -2.739 -0.230 0.117
F 4.473 -3.947 -1.913 0.109
C 4.819 -0.381 -2.404 0.065
C 4.008 0.693 -2.751 -0.098
C 4.671 1.971 -3.209 -0.502
F 3.774 2.876 -3.702 0.119
F 5.361 2.590 -2.198 0.120
F 5.582 1.718 -4.209 0.117
C 2.626 0.603 -2.709 0.062
C -0.507 -0.197 -2.214 -0.249
C -0.575 0.816 -1.255 0.003
H -2.625 -3.050 -0.798 0.073
H -2.254 -2.773 0.919 0.080
H -3.946 -2.737 0.361 0.087
H -1.746 -0.762 -0.357 0.077
H -3.039 0.898 0.904 0.082
H -4.122 -0.416 1.479 0.081
H -2.386 -0.438 1.881 0.057
H -5.364 -0.102 -0.229 0.108
H -6.793 0.303 -2.237 0.109
H -5.805 0.026 -4.520 0.116
H -2.260 -0.785 -5.160 0.079
H -2.831 1.671 -5.298 0.085
H -2.851 0.870 -6.888 0.081
H -4.378 1.230 -6.058 0.081
H -3.978 -2.478 -5.632 0.084
H -5.099 -1.204 -6.183 0.075
H -3.605 -1.529 -7.085 0.084
H 1.825 -0.479 -5.041 0.116
H -0.383 -1.140 -6.188 0.058
H 0.523 0.168 -6.986 0.088
H 0.572 -1.483 -7.654 0.096
H 3.959 -1.216 -6.213 0.085
H 2.970 -1.513 -7.678 0.083
H 3.096 0.124 -7.002 0.087
H 3.262 -3.383 -6.618 0.110
H 2.957 -5.737 -5.866 0.111
H 1.194 -6.281 -4.178 0.117
H -0.817 -3.766 -2.375 0.100
H 1.285 -4.774 -1.268 0.073
H -0.248 -5.528 -0.764 0.081
H 0.791 -6.341 -1.952 0.083
H -1.966 -5.115 -4.104 0.085
H -0.943 -6.519 -3.692 0.079
H -2.096 -5.878 -2.501 0.084
H 2.378 -2.694 -1.903 0.125
H 5.903 -0.301 -2.409 0.144
H 2.002 1.471 -2.888 0.135
H 0.364 1.286 -0.982 0.030
H -1.543 1.212 -0.978 0.032
C -2.900 8.855 5.335 -0.177
C -2.951 7.458 4.742 -0.152
N -2.645 6.519 5.826 -0.094
C -2.391 5.195 5.406 -0.194
C -2.963 4.674 4.226 0.015
C -2.635 3.395 3.813 0.024
C -1.609 2.644 4.465 -0.193
C -1.174 1.407 3.912 0.118
C 0.040 0.753 4.265 -0.204
C 1.226 1.511 4.490 -0.005
C 2.433 0.899 4.793 0.018
C 2.486 -0.500 5.001 -0.193
N 3.688 -1.159 5.326 -0.095
C 4.929 -0.588 4.794 -0.143
C 6.029 -1.624 4.993 -0.177
O 6.177 -1.901 6.387 -0.129
C 5.007 -2.527 6.917 -0.178
C 3.744 -1.700 6.680 -0.133
C 1.294 -1.259 4.892 0.014
C 0.129 -0.667 4.432 0.015
C -1.087 3.174 5.691 0.008
C -1.516 4.399 6.182 0.022
C -3.536 6.619 6.983 -0.131
C -3.652 8.071 7.444 -0.176
O -3.889 8.979 6.363 -0.128
H -1.869 9.033 5.701 0.136
H -3.184 9.597 4.575 0.135
H -3.963 7.263 4.330 0.131
H -2.192 7.347 3.958 0.139
H -3.681 5.272 3.659 0.120
H -3.140 2.968 2.946 0.125
H -1.896 0.881 3.293 0.102
H 1.186 2.600 4.428 0.127
H 3.335 1.501 4.941 0.120
H 4.792 -0.375 3.723 0.139
H 5.198 0.348 5.329 0.131
H 5.767 -2.527 4.403 0.136
H 7.001 -1.219 4.682 0.134
H 4.854 -3.532 6.474 0.131
H 5.207 -2.608 7.995 0.134
H 3.743 -0.881 7.431 0.138
H 2.861 -2.330 6.841 0.123
H 1.335 -2.324 5.143 0.128
H -0.761 -1.277 4.266 0.125
H -0.344 2.613 6.254 0.122
H -1.138 4.801 7.126 0.130
H -4.557 6.263 6.721 0.140
H -3.135 6.007 7.799 0.127
H -4.532 8.191 8.092 0.135
H -2.726 8.332 7.995 0.131
```

For the highest occupied orbital energy, the calculation gives -8.1 eV. Its net charge is +1. Its spin multiplicity is 1.

# 3
Density functional theory data (ωB97M-V/def2-TZVPD) for an isolated ion of composition C7H12N3 and charge +1.

```
22
Properties=species:S:1:pos:R:3:lowdin_charge:R:1
H 3.090 0.761 1.894 0.115
N 2.252 1.117 1.357 0.185
C 1.918 0.352 0.429 -0.328
C 2.630 -0.975 0.254 -0.091
C 2.346 -1.861 -0.688 0.053
C 0.677 0.938 -0.202 -0.093
C 0.860 2.240 -0.787 0.004
C -0.565 0.359 0.024 -0.077
N -1.740 0.854 -0.251 0.123
N -2.753 0.147 -0.048 -0.032
C -2.874 -1.085 0.618 -0.045
H 3.168 -1.310 1.152 0.115
H 2.588 -2.913 -0.618 0.078
H 1.873 -1.530 -1.570 0.057
H 0.095 2.535 -1.392 0.067
H 0.714 2.872 0.077 0.130
H 1.860 2.354 -1.192 0.118
H -0.716 -0.546 0.512 0.088
H -3.522 0.588 -0.459 0.153
H -2.423 -1.937 0.048 0.128
H -2.535 -0.898 1.624 0.100
H -3.967 -1.351 0.957 0.152
```

For the highest occupied orbital energy, the calculation gives -13.5 eV. Its net charge is +1. As for the SMILES: [H]/N=C(C=C)/C(C)=C/N=[NH+]\C. Its spin multiplicity is 1. Its energy relative to the best compared isomer or geometry (same formula, charge and spin) is 5.494 eV.

# 4
Density functional theory data (ωB97M-V/def2-TZVPD) for a 2-piece molecular cluster, C4H6FN overall.

```
12
Properties=species:S:1:pos:R:3:mulliken_spin:R:1
C 1.499 1.363 -1.362 0.626
C 1.429 0.482 -0.523 0.370
C -2.319 0.228 0.240 -0.007
C 1.567 -0.609 0.307 0.290
N 1.814 -1.775 -0.036 0.724
F 1.598 -0.208 1.608 0.021
H 1.431 2.102 -2.096 -0.018
H -2.338 1.259 0.033 0.002
H -3.237 -0.287 -0.166 0.000
H -2.278 0.117 1.416 0.001
H 2.166 -2.461 0.615 -0.010
H -1.332 -0.211 -0.035 0.001
```

For the highest occupied orbital energy (spin up / spin down), the calculation gives -6.4 / -10.8 eV. The expectation value of S² is 2.01. Its net charge is 0. Its spin multiplicity is 3. Its energy relative to the best compared isomer or geometry (same formula, charge and spin) is 1.694 eV.

# 5
Density functional theory data (ωB97M-V/def2-TZVPD) for C6H8AlO7 as an isolated structure.

```
22
Properties=species:S:1:pos:R:3:lowdin_charge:R:1
Al 0.463 -1.040 2.856 1.055
C 2.093 1.859 -1.167 0.199
C 1.362 2.488 -2.168 -0.241
C -0.184 2.615 -2.064 -0.262
O -0.930 3.154 -2.993 0.135
C -0.876 2.184 -0.988 0.189
C -0.189 1.571 0.159 -0.304
C 1.372 1.315 0.021 -0.269
O 1.897 0.764 0.988 0.001
O -0.831 1.189 1.086 0.083
O 2.073 2.988 -3.165 0.105
H 3.150 1.653 -1.240 0.151
H -1.951 2.274 -1.036 0.159
O -2.199 -1.463 1.766 -0.109
H -2.899 -1.865 2.281 0.063
H -2.655 -0.921 1.122 0.051
O 0.191 -1.839 0.040 -0.090
H 0.847 -1.816 -0.658 0.066
H -0.410 -2.538 -0.219 0.043
O -0.040 -3.868 2.001 -0.110
H 0.135 -4.775 2.253 0.061
H -0.420 -3.931 1.124 0.022
```

For the highest occupied orbital energy, the calculation gives -12.7 eV. Its net charge is +1. Its spin multiplicity is 1.

| no. | energy (eV) | molecular weight (g mol⁻¹) |
| --- | --- | --- |
| 1 | -9877.7380 | 103.12 |
| 2 | -86952.9771 | 953.15 |
| 3 | -11913.0471 | 138.19 |
| 4 | -8445.7168 | 87.10 |
| 5 | -27269.1662 | 219.11 |